w.
{"formula": "C7H10S", "method": "ωB97M-V/def2-TZVPD", "multiplicity": 1, "smiles": "C=C1CC=C[C@@H]1SC", "gap_ha": 0.3476, "species": ["C", "C", "C", "C", "C", "C", "C", "H", "H", "H", "H", "H", "H", "H", "H", "H", "H", "S"], "coordinates": [[1.935, 0.969, -1.616], [0.190, 0.482, 0.553], [-1.179, 0.799, 1.143], [-2.014, -0.260, 1.081], [-1.349, -1.421, 0.407], [0.144, -1.050, 0.591], [1.131, -1.855, 0.839], [1.991, 1.039, -2.715], [2.336, -0.018, -1.364], [2.591, 1.762, -1.209], [0.987, 0.935, 1.110], [-1.441, 1.791, 1.451], [-3.018, -0.384, 1.398], [-1.614, -1.491, -0.643], [-1.566, -2.360, 0.847], [2.186, -1.566, 0.912], [1.016, -2.908, 0.894], [0.211, 1.076, -1.167]], "mulliken_charge": [-0.7852, 0.0731, -0.8331, -0.2723, -0.9469, 0.2788, -0.9589, 0.3198, 0.2388, 0.2630, 0.5121, 0.4184, 0.4621, 0.2550, 0.4418, 0.2868, 0.3050, -0.0584]}

***

x.
{"formula": "C7H10S", "method": "ωB97M-V/def2-TZVPD", "multiplicity": 1, "smiles": "C=C1C=C[C@](C)(S)C1", "gap_ha": 0.3413, "species": ["C", "C", "C", "C", "C", "C", "C", "H", "H", "H", "H", "H", "H", "H", "H", "H", "H", "S"], "coordinates": [[1.290, -0.818, 1.516], [0.015, -0.047, 1.037], [0.347, 0.919, -0.135], [-0.239, 0.268, -1.361], [-0.025, 0.647, -2.618], [-1.132, -0.742, -0.892], [-1.027, -0.924, 0.449], [2.031, -0.192, 1.998], [1.042, -1.690, 2.118], [1.824, -1.321, 0.683], [-1.619, 1.417, 1.856], [-0.053, 1.953, -0.014], [1.428, 1.069, -0.225], [-0.423, 0.099, -3.464], [0.677, 1.456, -2.911], [-1.888, -1.267, -1.515], [-1.624, -1.677, 0.980], [-0.624, 0.849, 2.498]], "mulliken_charge": [-1.6627, 1.2778, -1.0731, 0.7179, -0.9751, -0.6424, -0.6810, 0.4145, 0.4183, 0.3724, 0.1437, 0.3249, 0.3423, 0.2905, 0.2599, 0.3574, 0.3838, -0.2693]}

***

y.
{"formula": "C7H10S", "method": "ωB97M-V/def2-TZVPD", "multiplicity": 1, "gap_ha": 0.2966, "species": ["C", "C", "C", "C", "C", "C", "C", "H", "H", "H", "H", "H", "H", "H", "H", "H", "H", "S"], "coordinates": [[-0.651, -1.156, 1.412], [-1.250, -0.474, 0.234], [-0.467, 0.873, -0.042], [-1.409, 2.120, -0.314], [0.879, 0.851, -0.132], [1.866, -0.239, -0.169], [1.968, -1.365, -1.086], [-0.583, -0.641, 2.451], [0.458, -1.641, 1.116], [-1.325, -2.016, 1.533], [-1.483, 1.899, -1.664], [-2.676, 1.991, 0.088], [-0.763, 3.053, 0.018], [1.299, 1.802, -0.499], [2.798, -0.236, 0.643], [1.120, -1.679, -1.716], [2.739, -1.967, -1.125], [-2.520, -1.178, -0.749]], "mulliken_charge": [-0.9188, 0.0684, 0.4564, -0.9955, 0.0424, -0.5980, -0.6610, 0.2532, 0.2363, 0.3455, 0.2530, 0.2753, 0.3058, 0.3019, 0.1932, 0.2284, 0.3865, -0.1729]}

***

Least stable: y

***

w.
{"formula": "C12H21NO4", "method": "ωB97M-V/def2-TZVPD", "multiplicity": 1, "smiles": "CCO[C@H]1OC(C(N)=O)=C[C@@H](C)[C@@H]1CCCO", "gap_ha": 0.3085, "species": ["C", "C", "H", "O", "C", "C", "C", "C", "C", "O", "H", "H", "H", "H", "H", "H", "H", "C", "C", "C", "O", "C", "O", "N", "H", "H", "H", "C", "H", "H", "H", "H", "H", "H", "H", "H", "H", "H"], "coordinates": [[-1.424, -3.434, -0.084], [0.075, -2.892, -0.437], [0.236, -2.670, -1.543], [0.255, -1.689, 0.195], [-0.390, -0.706, -0.443], [0.316, 0.641, 0.170], [1.748, 0.478, -0.148], [2.695, -0.007, 0.642], [4.087, -0.279, 0.180], [4.923, 0.816, 0.004], [4.377, 1.563, -0.658], [4.000, -0.848, -0.721], [4.723, -1.012, 0.939], [2.786, 0.726, 1.665], [2.258, -0.986, 0.950], [2.147, 1.570, -0.426], [1.927, -0.158, -1.174], [-0.352, 1.910, -0.408], [-1.698, 1.931, -0.443], [-2.435, 0.740, 0.102], [-1.799, -0.497, 0.099], [-4.002, 0.725, 0.347], [-4.623, 1.685, 0.024], [-4.383, -0.515, 0.817], [-3.661, -1.117, 0.628], [-5.212, -0.663, 0.848], [-2.405, 2.510, -0.546], [0.152, 3.412, 0.188], [1.114, 3.342, 0.298], [-0.314, 4.071, -0.186], [-0.187, 3.335, 1.211], [-0.069, 2.015, -1.676], [0.347, 0.835, 1.230], [-0.483, -0.708, -1.422], [0.643, -3.636, -0.040], [-1.516, -4.227, -0.561], [-1.623, -3.487, 0.730], [-2.233, -2.774, -0.349]], "mulliken_charge": [-2.1771, -0.3060, 0.3928, -0.2190, -1.0058, 0.9517, -0.5957, 0.1657, -0.6173, -0.5452, 0.3587, 0.3804, 0.2606, 0.1253, 0.1270, 0.0377, -0.0238, 0.7215, -2.0371, 0.6140, -0.6506, 0.2005, -0.5739, -0.3320, 0.3363, 0.1154, 0.9608, -2.1997, 0.5355, 0.7797, 0.4540, 0.1628, 0.2967, 0.9744, 0.3694, 0.7338, 0.8894, 0.3391]}

***

x.
{"formula": "C12H21NO4", "method": "ωB97M-V/def2-TZVPD", "multiplicity": 1, "smiles": "CCO[C@H]1OC(C(N)=O)=C[C@@H](C)[C@@H]1CCCO", "gap_ha": 0.3536, "species": ["C", "C", "H", "O", "C", "C", "C", "C", "C", "O", "H", "H", "H", "H", "H", "H", "H", "C", "C", "C", "O", "C", "O", "N", "H", "H", "H", "C", "H", "H", "H", "H", "H", "H", "H", "H", "H", "H"], "coordinates": [[-2.892, -1.058, -2.009], [-1.671, -1.940, -1.764], [-0.958, -1.842, -2.595], [-1.009, -1.677, -0.539], [-0.102, -0.619, -0.535], [0.741, -0.707, 0.749], [1.904, 0.290, 0.679], [3.056, -0.186, -0.205], [4.158, 0.866, -0.292], [3.659, 1.986, -0.992], [4.336, 2.668, -1.021], [5.027, 0.445, -0.818], [4.474, 1.156, 0.720], [3.479, -1.108, 0.197], [2.700, -0.381, -1.217], [2.292, 0.453, 1.687], [1.544, 1.248, 0.301], [-0.152, -0.453, 1.978], [-1.146, 0.622, 1.681], [-1.368, 1.096, 0.457], [-0.729, 0.637, -0.673], [-2.326, 2.212, 0.216], [-3.037, 2.668, 1.087], [-2.334, 2.663, -1.059], [-1.659, 2.316, -1.717], [-2.906, 3.456, -1.295], [-1.717, 1.037, 2.496], [-0.864, -1.722, 2.461], [-1.499, -1.488, 3.313], [-1.476, -2.131, 1.664], [-0.135, -2.470, 2.763], [0.486, -0.103, 2.800], [1.137, -1.725, 0.802], [0.544, -0.681, -1.428], [-1.980, -2.987, -1.687], [-2.597, -0.025, -2.171], [-3.426, -1.415, -2.885], [-3.554, -1.098, -1.148]], "mulliken_charge": [-0.9845, -0.2687, 0.2719, -0.3485, -0.6514, 0.2395, -1.2329, -0.4776, -0.6463, -0.5117, 0.3068, 0.3707, 0.3441, 0.3108, 0.2726, 0.5081, 0.2251, 0.2953, -0.7177, 0.6790, -0.4595, 0.0267, -0.6706, -0.2804, 0.2362, 0.2323, 0.5316, -1.5039, 0.4489, 0.2597, 0.3809, 0.5221, 0.6698, 0.4091, 0.3552, 0.1490, 0.4389, 0.2696]}

***

Least stable: w